(1)
Density functional theory data (the ωB97M-V functional and the def2-TZVPD basis) for a 11-piece molecular cluster, C25H54N20O15 overall.

```
114
Properties=species:S:1:pos:R:3:mulliken_charge:R:1
C -4.281 0.078 -5.734 -1.400
C -5.101 0.932 -4.754 -0.284
C -4.503 0.835 -3.332 -0.842
C -5.608 0.924 -2.246 -1.104
C -6.006 -0.418 -1.744 0.865
C -5.504 -1.059 -0.694 0.680
O -4.519 -0.570 0.084 -0.228
C -4.465 -1.011 1.400 0.038
O -5.436 -1.225 2.047 -0.506
C -3.089 -1.118 1.905 0.844
C -2.143 -0.134 1.614 -0.492
C -0.851 -0.228 2.121 -0.475
C -0.498 -1.319 2.917 -0.573
C -1.437 -2.308 3.219 -0.986
C -2.724 -2.203 2.704 -0.866
C -6.174 -2.399 -0.613 0.210
O -6.146 -3.259 0.188 -0.475
O -6.946 -2.511 -1.750 -0.350
C -7.027 -1.280 -2.375 0.067
O -7.798 -1.059 -3.242 -0.549
H -4.506 0.365 -6.756 0.411
H -3.227 0.238 -5.522 0.312
H -4.501 -0.971 -5.554 0.332
H -6.135 0.601 -4.723 0.263
H -5.078 1.972 -5.068 0.415
H -3.872 1.711 -3.194 0.309
H -3.896 -0.061 -3.234 0.561
H -5.219 1.485 -1.402 0.427
H -6.476 1.409 -2.682 0.367
H -2.401 0.713 0.993 0.505
H -0.087 0.519 1.936 0.998
H 0.507 -1.396 3.305 0.439
H -1.164 -3.147 3.850 0.627
H -3.459 -2.968 2.914 0.524
N 2.796 3.290 1.824 -0.203
C 2.570 2.128 2.512 0.129
N 3.628 1.676 3.228 -0.156
O 1.498 1.538 2.458 -0.632
H 3.672 3.778 1.846 0.160
H 2.040 3.659 1.280 0.176
H 3.503 0.820 3.735 0.144
H 4.523 2.143 3.259 0.273
N 6.270 -0.720 -0.145 -0.337
C 5.092 -0.357 0.483 0.196
N 4.504 0.740 -0.041 0.292
O 4.650 -0.993 1.428 -0.709
H 6.650 -0.216 -0.928 0.212
H 6.751 -1.523 0.214 0.218
H 3.644 1.052 0.374 0.050
H 4.886 1.253 -0.820 0.131
N -0.766 -7.362 4.218 -0.424
C -0.282 -6.088 4.310 0.583
N 1.035 -5.984 4.657 -0.361
O -0.980 -5.111 4.094 -0.591
H -0.213 -8.180 4.388 0.154
H -1.729 -7.468 3.962 0.217
H 1.419 -5.061 4.730 0.209
H 1.626 -6.773 4.837 0.167
N 7.737 4.169 1.973 -0.409
C 6.885 3.132 2.226 0.694
N 7.205 1.943 1.662 -0.301
O 5.884 3.295 2.918 -0.795
H 8.556 4.104 1.398 0.142
H 7.502 5.050 2.388 0.265
H 6.583 1.171 1.822 0.158
H 8.012 1.806 1.087 0.161
N 5.454 5.530 0.042 -0.338
C 5.463 4.734 -1.072 0.661
N 5.295 5.403 -2.253 -0.445
O 5.607 3.523 -1.039 -0.608
H 5.352 6.525 -0.002 0.160
H 5.561 5.083 0.935 0.161
H 5.295 4.854 -3.092 0.229
H 5.173 6.395 -2.318 0.142
N 3.265 -1.161 -3.270 -0.351
C 3.947 -0.074 -3.733 0.719
N 3.557 0.387 -4.956 -0.442
O 4.843 0.451 -3.088 -0.610
H 2.519 -1.610 -3.771 0.145
H 3.521 -1.515 -2.366 0.179
H 4.040 1.185 -5.322 0.224
H 2.822 -0.030 -5.496 0.149
N -3.000 0.915 4.774 -0.277
C -2.601 2.221 4.757 0.628
N -3.332 3.060 5.563 -0.423
O -1.672 2.624 4.082 -0.598
H -3.768 0.582 5.324 0.167
H -2.496 0.265 4.197 0.158
H -3.069 4.026 5.576 0.235
H -4.102 2.755 6.128 0.142
N -0.535 -0.145 -1.151 -0.173
C -0.074 -1.420 -1.320 0.536
N 0.817 -1.838 -0.372 -0.129
O -0.428 -2.131 -2.248 -0.733
H -0.254 0.447 -0.391 0.141
H -1.194 0.197 -1.823 0.180
H 1.173 -2.771 -0.459 0.209
H 1.122 -1.268 0.397 0.057
N 5.628 -2.909 -2.715 -0.168
C 6.087 -4.185 -2.884 0.510
N 6.987 -4.613 -1.942 -0.317
O 5.725 -4.897 -3.803 -0.649
H 5.914 -2.305 -1.965 0.171
H 4.967 -2.566 -3.390 0.132
H 7.342 -5.545 -2.037 0.203
H 7.298 -4.048 -1.175 0.144
N -10.408 0.357 -1.601 -0.327
C -10.020 1.664 -1.521 0.628
N -10.816 2.472 -0.753 -0.409
O -9.029 2.073 -2.098 -0.624
H -11.220 -0.017 -1.149 0.161
H -9.827 -0.254 -2.148 0.199
H -10.552 3.435 -0.678 0.226
H -11.633 2.150 -0.272 0.150
```

## Properties
HOMO   -8.759 eV
SMILES string   CCCCC1=C(OC(=O)c2ccccc2)C(=O)OC1=O.NC(N)=O.NC(N)=O.NC(N)=O.NC(N)=O.NC(N)=O.NC(N)=O.NC(N)=O.NC(N)=O.NC(N)=O.NC(N)=O

(2)
Density functional theory data (the ωB97M-V functional and the def2-TZVPD basis) for a 3-piece molecular cluster, C25H54N4O9P overall.

```
93
Properties=species:S:1:pos:R:3:mulliken_charge:R:1
C 1.854 3.595 1.354 -0.965
C 1.480 2.560 2.069 -0.046
N 0.647 1.440 1.454 1.091
C 0.187 0.628 2.626 -0.836
C -0.742 -0.548 2.295 -1.088
O -2.116 -0.194 2.339 -0.289
C -2.928 -1.316 2.149 0.323
O -3.023 -2.099 3.013 -0.516
C -3.732 -1.534 0.869 -0.053
C -3.349 -2.838 0.118 -1.165
C 1.663 0.709 0.579 -1.272
C 3.025 0.422 1.267 -0.399
P 3.929 -0.782 0.150 0.882
O 5.123 -0.119 -0.373 -0.771
O 4.450 -2.109 0.948 -0.470
C 3.509 -2.712 1.864 -0.623
C 2.086 -2.984 1.297 -0.224
O 2.991 -1.142 -1.143 -0.279
C 3.570 -2.228 -1.928 -0.405
C 2.440 -2.720 -2.881 -1.102
N -0.352 2.087 0.684 0.458
C -1.475 2.639 1.393 0.521
C -2.880 2.456 0.765 -0.982
O -1.411 3.262 2.389 -0.477
C -0.764 1.429 -0.565 -0.080
C -0.663 2.303 -1.834 -1.278
O -1.112 0.313 -0.685 -0.300
H 2.812 4.077 1.567 0.337
H 1.239 4.002 0.544 0.205
H 1.785 2.460 3.113 0.353
H -0.300 1.235 3.408 0.647
H 1.043 0.184 3.157 0.781
H -0.465 -1.087 1.368 0.273
H -0.585 -1.295 3.102 0.717
H -3.701 -0.666 0.188 0.146
H -4.787 -1.637 1.178 0.465
H -3.653 -3.680 0.761 0.303
H -2.272 -2.906 -0.100 0.266
H -3.938 -2.935 -0.804 0.351
H 1.915 1.316 -0.304 0.395
H 1.223 -0.261 0.308 0.726
H 3.710 1.278 1.288 0.497
H 2.981 -0.083 2.243 0.243
H 3.936 -3.692 2.132 0.408
H 3.440 -2.148 2.814 0.336
H 1.738 -3.929 1.751 0.486
H 1.406 -2.202 1.672 -0.155
H 2.047 -3.136 0.212 0.089
H 3.860 -3.087 -1.307 0.380
H 4.387 -1.817 -2.534 0.366
H 2.816 -3.419 -3.638 0.389
H 1.645 -3.145 -2.247 0.234
H 2.012 -1.808 -3.333 0.291
H -3.169 1.399 0.691 0.034
H -3.616 2.934 1.428 0.391
H -2.971 2.991 -0.197 0.317
H -1.474 3.043 -1.902 0.276
H 0.317 2.812 -1.875 0.325
H -0.713 1.654 -2.721 0.428
C -5.117 -6.878 -0.321 -1.460
C -4.958 -6.458 -1.779 0.232
C -4.716 -7.636 -2.736 -0.671
O -3.397 -8.153 -2.706 -0.377
C -3.143 -9.080 -1.664 -0.638
N -3.888 -5.456 -1.871 -0.481
H -4.166 -7.148 0.141 0.301
H -5.534 -6.057 0.265 0.321
H -5.796 -7.728 -0.230 0.383
H -5.896 -5.981 -2.081 0.346
H -4.863 -7.275 -3.758 0.343
H -5.449 -8.437 -2.580 0.417
H -4.018 -9.699 -1.447 0.299
H -2.812 -8.564 -0.761 0.226
H -2.331 -9.732 -1.989 0.262
H -3.846 -5.110 -2.827 0.270
H -3.004 -5.948 -1.755 0.257
C 3.243 9.531 0.519 -1.393
C 3.901 8.467 -0.353 0.321
C 2.949 7.846 -1.390 -0.754
O 2.038 6.894 -0.857 -0.259
C 0.876 7.457 -0.269 -0.720
N 4.499 7.446 0.515 -0.708
H 2.586 9.102 1.276 0.270
H 4.003 10.108 1.046 0.347
H 2.658 10.228 -0.087 0.352
H 4.708 8.956 -0.907 0.453
H 3.555 7.294 -2.114 0.316
H 2.414 8.618 -1.956 0.400
H 0.545 8.355 -0.796 0.377
H 1.053 7.679 0.785 0.267
H 0.078 6.713 -0.320 0.189
H 5.018 6.788 -0.061 0.283
H 3.737 6.888 0.893 0.273
```

## Properties
Net charge   +1
HOMO   -10.976 eV

(3)
Density functional theory data (the ωB97M-V functional and the def2-TZVPD basis) for a 2-piece molecular cluster, C25H55BF4N4O3 overall.

```
92
Properties=species:S:1:pos:R:3:mulliken_charge:R:1
C -4.565 -1.384 -2.851 -1.295
C -3.734 -0.226 -2.266 -0.349
C -3.950 -0.022 -0.767 0.515
C -3.625 -1.253 0.098 -1.315
C -2.428 -1.068 1.045 2.262
C -2.826 -0.547 2.447 -1.618
C -3.855 0.590 2.437 -0.525
C -3.311 2.035 2.434 -1.385
C -1.983 2.314 1.727 1.369
C -1.832 3.832 1.423 -0.849
C -2.046 4.061 -0.095 -0.828
C -0.701 4.241 -0.844 -1.038
C -0.255 2.996 -1.639 -0.232
C 1.069 2.414 -1.068 -1.582
C 0.888 1.034 -0.411 1.224
C 1.333 -0.113 -1.334 -1.557
C 1.182 -1.421 -0.550 0.353
C 2.426 -1.886 0.213 -1.044
O 2.977 -0.797 0.857 -0.118
C 4.392 -0.812 1.060 -0.703
C 4.779 -1.014 2.549 0.296
C 4.989 0.335 3.256 -1.433
O 3.882 -1.854 3.230 -0.559
O 1.931 -2.819 1.190 -0.503
C 1.584 -4.015 0.539 -0.479
C 0.490 -3.846 -0.509 -0.757
N 0.555 -2.558 -1.321 0.912
C 0.972 -2.752 -2.746 -1.941
C 2.416 -3.104 -3.086 1.084
N 3.366 -1.998 -2.875 -0.445
N 2.321 -3.450 -4.530 -0.747
N 2.937 -4.266 -2.382 -0.467
H -5.432 -1.589 -2.226 0.294
H -3.977 -2.294 -2.957 0.322
H -4.905 -1.127 -3.852 0.397
H -2.671 -0.343 -2.501 -0.039
H -4.044 0.686 -2.777 0.509
H -3.388 0.856 -0.456 -0.559
H -5.009 0.224 -0.663 0.473
H -3.427 -2.098 -0.566 0.617
H -4.490 -1.533 0.695 0.260
H -1.650 -0.424 0.634 -1.329
H -1.959 -2.050 1.180 0.186
H -1.924 -0.161 2.927 0.453
H -3.176 -1.384 3.048 0.451
H -4.442 0.499 3.352 0.385
H -4.565 0.487 1.623 0.298
H -3.168 2.351 3.466 0.480
H -4.059 2.695 1.994 0.316
H -1.159 1.990 2.365 0.416
H -1.870 1.793 0.779 -1.226
H -0.841 4.168 1.707 0.210
H -2.584 4.402 1.960 0.455
H -2.668 4.942 -0.252 0.403
H -2.598 3.216 -0.511 0.462
H 0.058 4.460 -0.102 0.440
H -0.806 5.110 -1.492 0.426
H -0.101 3.274 -2.683 0.607
H -1.063 2.262 -1.653 -0.015
H 1.774 2.354 -1.898 0.483
H 1.442 3.111 -0.326 0.540
H -0.188 0.907 -0.282 -1.376
H 1.396 0.983 0.544 0.605
H 0.699 -0.046 -2.217 0.505
H 2.379 0.057 -1.574 0.473
H 0.459 -1.208 0.241 -0.011
H 3.127 -2.447 -0.408 0.606
H 4.913 -1.503 0.398 0.314
H 4.738 0.189 0.793 0.492
H 5.741 -1.528 2.546 0.384
H 6.052 0.577 3.256 0.350
H 4.689 0.267 4.299 0.356
H 4.474 1.157 2.765 0.353
H 3.049 -1.384 3.390 0.328
H 2.482 -4.493 0.148 0.280
H 1.189 -4.684 1.304 0.466
H -0.472 -3.844 0.001 0.539
H 0.453 -4.667 -1.220 0.528
H -0.423 -2.274 -1.381 0.128
H 0.360 -3.565 -3.137 0.467
H 0.696 -1.879 -3.334 0.576
H 3.580 -1.562 -3.765 0.269
H 4.243 -2.396 -2.556 0.257
H 1.944 -2.670 -5.060 0.279
H 3.248 -3.648 -4.885 0.283
H 3.749 -4.593 -2.898 0.330
H 2.263 -5.021 -2.493 0.266
B -0.303 6.158 3.903 0.590
F 0.267 6.932 4.921 -0.382
F 0.518 6.201 2.750 -0.406
F -0.416 4.812 4.326 -0.404
F -1.582 6.648 3.577 -0.408
```

## Properties
HOMO   -9.160 eV

(4)
Density functional theory data (the ωB97M-V functional and the def2-TZVPD basis) for a 7-piece molecular cluster, C25H55BrCl2N8O10PS overall.

```
103
Properties=species:S:1:pos:R:3:mulliken_charge:R:1
C -1.137 -3.617 2.290 -1.017
C 0.143 -3.193 1.367 0.121
Cl -0.525 -3.224 -0.382 -0.147
C 0.595 -1.684 1.647 -0.432
Cl 0.299 -1.399 3.472 -0.382
C 2.200 -1.408 1.448 -0.405
Br 3.299 -2.698 2.565 -0.011
C 2.405 0.029 2.228 0.298
O 1.688 1.056 1.995 -0.643
O 3.388 0.141 3.220 -0.747
N 2.615 -1.370 0.018 0.532
C 2.929 -2.718 -0.559 -0.630
C 2.440 -2.814 -2.118 -0.063
N 3.550 -3.590 -2.817 -0.684
P 4.022 -0.353 -0.295 0.353
O 5.244 -0.481 0.923 -0.454
O 4.866 -0.832 -1.738 -0.491
S 3.559 1.528 -0.650 -0.375
H -1.687 -4.434 1.661 0.273
H -0.831 -4.062 3.294 0.350
H -1.900 -2.756 2.383 0.306
H 0.956 -3.983 1.474 0.288
H -0.002 -0.883 1.099 0.526
H 2.431 -3.604 -0.044 0.332
H 4.069 -2.925 -0.490 0.507
H 1.502 -3.448 -2.245 0.142
H 2.356 -1.759 -2.567 0.008
H 3.916 -4.293 -2.138 0.274
H 3.099 -4.184 -3.543 0.292
H 5.766 -1.280 0.677 0.348
H 4.245 -0.510 -2.444 0.290
C -0.776 -4.182 -4.243 -0.002
O 0.428 -4.014 -4.273 -0.547
N -1.709 -3.250 -4.591 0.221
C -3.128 -3.525 -4.531 -0.981
C -1.262 -1.941 -5.034 -0.847
H -1.220 -5.138 -3.921 0.319
H -3.557 -3.403 -5.530 0.350
H -3.599 -2.818 -3.843 0.340
H -3.316 -4.542 -4.183 0.289
H -0.630 -2.059 -5.915 0.236
H -0.674 -1.476 -4.241 0.265
H -2.118 -1.307 -5.276 0.369
C 2.999 6.216 -0.272 0.036
O 3.794 5.637 -0.988 -0.567
N 2.244 5.633 0.703 0.269
C 1.319 6.395 1.512 -0.918
C 2.370 4.203 0.937 -0.963
H 2.823 7.301 -0.362 0.225
H 1.607 6.303 2.563 0.349
H 0.311 5.993 1.373 0.336
H 1.326 7.450 1.230 0.255
H 3.404 3.974 1.202 0.340
H 2.117 3.667 0.021 0.201
H 1.707 3.886 1.742 0.416
C -3.427 9.312 2.029 0.124
O -4.321 8.535 1.753 -0.575
N -2.245 9.427 1.356 0.115
C -1.227 10.380 1.747 -0.854
C -2.002 8.568 0.213 -0.944
H -3.509 10.010 2.879 0.260
H -1.040 11.063 0.914 0.327
H -0.308 9.839 1.990 0.277
H -1.544 10.956 2.618 0.301
H -2.778 8.741 -0.536 0.312
H -2.050 7.525 0.535 0.282
H -1.021 8.774 -0.220 0.379
C -4.586 -5.643 0.886 0.111
O -3.683 -4.846 1.051 -0.569
N -5.082 -6.479 1.844 0.127
C -6.162 -7.404 1.573 -0.923
C -4.508 -6.439 3.175 -0.893
H -5.091 -5.752 -0.088 0.240
H -7.001 -7.177 2.236 0.331
H -5.814 -8.424 1.761 0.331
H -6.494 -7.326 0.537 0.288
H -4.622 -5.433 3.585 0.290
H -3.442 -6.673 3.113 0.274
H -5.003 -7.160 3.828 0.366
C -1.923 -0.076 5.769 1.123
O -3.082 -0.253 5.437 -0.644
N -1.514 0.675 6.833 0.075
C -0.113 0.838 7.165 -0.854
C -2.512 1.329 7.655 -0.958
H -1.086 -0.528 5.214 -0.360
H 0.060 0.458 8.176 0.323
H 0.141 1.900 7.125 0.322
H 0.521 0.293 6.464 0.272
H -3.180 0.574 8.077 0.281
H -3.099 2.009 7.033 0.284
H -2.035 1.889 8.461 0.376
C 2.369 -1.462 -6.010 0.255
O 1.444 -1.127 -5.296 -0.594
N 2.860 -0.735 -7.057 0.149
C 3.968 -1.201 -7.864 -0.953
C 2.253 0.544 -7.369 -0.936
H 2.900 -2.415 -5.858 0.193
H 4.785 -0.477 -7.800 0.347
H 3.639 -1.290 -8.903 0.347
H 4.323 -2.172 -7.517 0.291
H 2.334 1.201 -6.500 0.284
H 1.194 0.392 -7.596 0.273
H 2.749 1.005 -8.225 0.380
```

## Properties
Net charge   -1
HOMO   -4.218 eV

(5)
Density functional theory data (the ωB97M-V functional and the def2-TZVPD basis) for a 3-piece molecular cluster, C25H55BrN3O2P2 overall.

```
88
Properties=species:S:1:pos:R:3:mulliken_charge:R:1
C 1.713 2.491 5.593 -1.041
P 0.257 3.354 4.797 0.220
C 0.804 4.730 3.658 -0.913
P -0.896 1.854 3.665 0.355
Br -1.766 2.776 1.824 0.043
C -2.152 1.187 4.850 -0.831
C -3.199 0.213 4.237 -0.794
C -4.280 0.874 3.325 -0.684
C -4.642 2.337 3.686 -0.229
C -5.587 2.478 4.906 -0.833
N -4.884 2.238 6.180 -0.476
H 1.309 1.810 6.358 0.347
H 2.334 1.911 4.891 0.366
H 2.296 3.268 6.107 0.353
H 0.019 5.499 3.682 0.329
H 1.685 5.199 4.131 0.351
H 1.046 4.417 2.634 0.286
H -0.080 0.772 3.226 0.229
H -2.604 2.050 5.366 0.513
H -1.572 0.624 5.609 0.452
H -3.711 -0.280 5.079 0.353
H -2.650 -0.598 3.725 0.443
H -4.013 0.746 2.264 0.230
H -5.202 0.282 3.465 0.409
H -3.783 3.006 3.841 0.129
H -5.192 2.748 2.818 0.331
H -6.015 3.494 4.849 0.408
H -6.443 1.788 4.815 0.304
H -5.146 2.905 6.889 0.214
H -5.126 1.306 6.483 0.209
C -1.379 2.262 -5.406 -1.638
C -1.394 0.963 -4.575 1.619
C -2.760 0.782 -3.899 -1.291
C -2.972 1.699 -2.700 -0.708
C -1.819 1.552 -1.711 -0.548
C -0.444 1.766 -2.357 2.153
N -0.270 0.973 -3.600 0.350
O -0.033 -0.265 -3.250 -0.567
C -0.246 3.271 -2.643 -1.985
C 0.645 1.434 -1.325 -1.858
C -1.230 -0.145 -5.628 -1.903
H -1.601 3.160 -4.835 0.284
H -0.412 2.399 -5.893 0.394
H -2.137 2.217 -6.188 0.447
H -2.867 -0.255 -3.564 0.373
H -3.557 0.948 -4.628 0.423
H -3.075 2.738 -3.025 0.339
H -3.911 1.439 -2.205 0.406
H -1.951 2.259 -0.887 -0.424
H -1.867 0.551 -1.267 0.429
H 0.593 3.435 -3.321 0.380
H -0.024 3.812 -1.721 0.474
H -1.128 3.756 -3.055 0.394
H 0.562 0.416 -0.942 0.192
H 0.564 2.100 -0.463 0.331
H 1.642 1.561 -1.751 0.544
H -0.256 -0.084 -6.115 0.454
H -1.994 -0.043 -6.399 0.440
H -1.341 -1.142 -5.204 0.345
C 3.241 -1.632 -1.347 -1.395
C 2.924 -2.970 -2.042 1.897
C 1.739 -3.656 -1.349 -1.088
C 2.102 -4.294 -0.013 -0.588
C 3.292 -5.236 -0.177 -1.298
C 4.503 -4.559 -0.834 1.661
N 4.139 -3.825 -2.074 0.421
O 3.981 -4.707 -3.028 -0.578
C 5.166 -3.605 0.184 -1.790
C 5.579 -5.622 -1.106 -1.796
C 2.476 -2.549 -3.449 -1.646
H 3.468 -1.721 -0.287 0.244
H 4.081 -1.133 -1.834 0.487
H 2.380 -0.963 -1.411 -0.047
H 1.334 -4.435 -2.005 0.495
H 0.930 -2.935 -1.202 0.147
H 2.317 -3.523 0.734 0.287
H 1.245 -4.856 0.367 0.410
H 3.578 -5.637 0.799 0.371
H 2.978 -6.094 -0.779 0.396
H 5.861 -2.923 -0.310 0.361
H 5.738 -4.168 0.922 0.487
H 4.453 -3.018 0.760 0.298
H 5.215 -6.434 -1.734 0.364
H 5.907 -6.075 -0.170 0.427
H 6.453 -5.179 -1.587 0.439
H 3.295 -2.085 -4.002 0.477
H 1.666 -1.820 -3.386 0.254
H 2.098 -3.385 -4.036 0.383
```

## Properties
Spin multiplicity   3
Net charge   +1
HOMO (alpha / beta)   -9.842 / -10.579 eV
Energy relative to the best compared isomer or geometry (same formula, charge and spin)   25.8 kJ/mol
Expectation value of S²   2.0082

Calculated values (eV/Å) of max |F| for the records, taken in order: 1.4, 3.1, 1.9, 7.2, 3.0.
Calculated values (eV) of calculated total energy for the records, taken in order: -87326.9393, -60467.9907, -50469.4288, -174424.6903, -123992.5523.